{"formula": "C3H8N2O", "method": "ωB97M-V with the def2-TZVPD basis set", "elements": ["C", "C", "O", "C", "N", "N", "H", "H", "H", "H", "H", "H", "H", "H"], "xyz": [[1.107, 1.203, -0.057], [0.948, -0.262, 0.435], [1.691, -1.136, -0.462], [-0.486, -0.659, 0.316], [-1.330, 0.224, -0.137], [-2.683, -0.166, -0.062], [2.172, 1.521, -0.443], [0.349, 1.386, -0.960], [0.811, 1.921, 0.888], [1.305, -0.358, 1.513], [2.631, -0.858, -0.595], [-0.580, -1.792, 0.611], [-2.829, -1.259, -0.056], [-3.105, 0.238, -0.990]], "forces_ev_per_angstrom": [[-0.4400, 2.2663, 0.1571], [1.7295, 1.4096, -0.8592], [0.4295, -0.0456, 0.3778], [-0.2368, -0.2742, -0.2310], [0.1898, -3.2481, 1.7958], [-0.8792, -0.9401, -2.8471], [-1.8931, -0.9337, 1.0440], [1.8452, -0.2260, 2.1795], [0.6690, -1.5154, -2.6085], [-0.3528, -0.0693, -1.2536], [-1.3610, -0.0110, 0.5434], [-0.8921, 2.1357, -0.6071], [0.4970, 2.6374, -0.1401], [0.6947, -1.1856, 2.4490]], "e_above_lowest_ev": 3.589, "smiles": "C[C@H](O)/C=N/N", "homo_lumo_gap_ev": 10.16, "largest_force_ev_per_a": 3.72, "homo_ha": -0.3404, "e_lumo_ev": 0.901}

---

{"formula": "H9Na5O6", "method": "ωB97M-V with the def2-TZVPD basis set", "elements": ["Na", "Na", "Na", "Na", "Na", "O", "H", "O", "H", "O", "H", "O", "H", "H", "O", "H", "H", "O", "H", "H"], "xyz": [[0.924, -2.258, 0.948], [0.399, 0.297, 2.724], [-2.265, 1.359, 0.823], [-2.387, -1.902, 2.139], [-1.553, -1.435, -1.379], [-0.822, -3.705, 1.878], [-0.932, -3.542, 0.938], [-0.839, -0.598, 0.871], [-0.263, 0.068, 0.458], [1.164, 1.817, 1.294], [1.245, 2.753, 1.087], [2.108, -0.361, -0.095], [1.945, 0.555, 0.322], [1.738, -0.259, -0.980], [-0.655, 2.361, -0.609], [0.073, 2.186, 0.091], [-0.191, 2.320, -1.451], [0.041, 0.021, -2.634], [-0.422, 0.677, -3.175], [0.693, -0.351, -3.249]], "forces_ev_per_angstrom": [[0.2260, -0.4599, 0.3290], [0.6166, 0.5727, -0.0017], [0.4448, 0.6395, -0.3834], [0.6819, -1.1260, 0.2489], [0.4213, 0.1667, -0.0543], [-0.0083, 1.9324, 0.0452], [-0.3170, -0.6577, -0.6643], [-0.9091, 0.2120, -0.1305], [0.0505, -0.0143, -0.0108], [-1.1206, -0.5961, -0.5437], [0.6584, 0.0272, 0.6037], [-0.7448, 0.5828, 0.5245], [0.2253, -0.5805, -0.1299], [0.2570, 0.0981, -0.0754], [0.0354, -0.6001, 0.7249], [-0.2730, -0.1069, -0.3911], [-0.0632, 0.1954, 0.0122], [-0.2225, -0.3278, -0.1891], [0.0907, 0.0087, 0.0308], [-0.0490, 0.0340, 0.0550]], "e_above_lowest_ev": 0.000, "charge": 2, "homo_lumo_gap_ev": 6.85, "largest_force_ev_per_a": 1.93, "homo_ha": -0.5487, "e_lumo_ev": -8.083}

---

{"formula": "C42H52F5GeInN4O3SSe2", "method": "ωB97M-V with the def2-TZVPD basis set", "elements": ["In", "N", "C", "S", "N", "N", "C", "C", "C", "C", "C", "C", "C", "C", "C", "C", "C", "C", "N", "H", "H", "H", "H", "H", "H", "H", "H", "H", "H", "H", "O", "C", "C", "C", "O", "C", "Se", "C", "Se", "H", "H", "H", "H", "H", "H", "H", "H", "H", "H", "C", "C", "C", "C", "C", "C", "C", "O", "C", "C", "C", "H", "H", "H", "H", "H", "H", "H", "H", "H", "H", "H", "H", "C", "C", "C", "C", "Ge", "C", "C", "C", "C", "H", "H", "H", "H", "H", "H", "H", "H", "H", "H", "H", "H", "H", "H", "H", "H", "H", "H", "H", "F", "C", "C", "C", "F", "C", "F", "C", "F", "C", "F"], "xyz": [[-0.667, -0.378, 1.811], [0.750, -3.202, -1.516], [0.555, -2.461, -0.406], [-1.087, -2.177, 0.052], [1.657, -2.019, 0.168], [1.450, -1.315, 1.308], [2.489, -0.954, 1.973], [3.878, -1.242, 1.522], [4.561, -0.315, 0.742], [5.860, -0.575, 0.331], [6.482, -1.760, 0.696], [5.803, -2.685, 1.478], [4.505, -2.425, 1.893], [2.265, -0.273, 3.265], [3.320, 0.094, 4.093], [3.033, 0.671, 5.319], [1.713, 0.875, 5.683], [0.723, 0.504, 4.788], [0.993, -0.056, 3.615], [-0.029, -3.651, -1.962], [1.689, -3.484, -1.743], [4.075, 0.610, 0.456], [6.386, 0.150, -0.278], [7.496, -1.962, 0.375], [6.283, -3.611, 1.765], [3.971, -3.148, 2.497], [4.339, -0.080, 3.778], [3.837, 0.957, 5.985], [1.449, 1.322, 6.631], [-0.327, 0.660, 5.010], [-3.793, -3.630, -1.197], [-3.965, -2.473, -2.002], [-5.302, -1.795, -1.691], [-6.452, -2.759, -2.033], [-6.514, -3.087, -3.413], [-5.419, -1.445, -0.213], [-4.136, -0.052, 0.301], [-5.446, -0.525, -2.511], [-4.232, 0.870, -1.882], [-2.969, -3.531, -0.704], [-3.968, -2.763, -3.056], [-3.150, -1.768, -1.838], [-7.402, -2.332, -1.693], [-6.290, -3.697, -1.503], [-6.912, -2.353, -3.890], [-5.190, -2.314, 0.403], [-6.419, -1.081, 0.019], [-6.467, -0.146, -2.451], [-5.190, -0.701, -3.556], [2.147, -2.717, -7.043], [1.942, -1.976, -5.751], [3.017, -1.630, -4.944], [2.836, -0.946, -3.749], [4.053, -0.629, -2.913], [1.535, -0.593, -3.355], [1.357, 0.099, -2.066], [0.303, 0.478, -1.603], [0.428, -0.941, -4.156], [-0.989, -0.624, -3.770], [0.661, -1.625, -5.340], [3.197, -2.958, -7.201], [1.805, -2.118, -7.890], [1.577, -3.647, -7.053], [4.021, -1.903, -5.251], [4.951, -0.983, -3.418], [4.012, -1.103, -1.931], [4.166, 0.445, -2.749], [2.280, 0.257, -1.482], [-1.166, 0.451, -3.724], [-1.220, -1.001, -2.775], [-1.678, -1.064, -4.492], [-0.187, -1.899, -5.960], [-1.408, 6.536, -0.496], [-1.751, 5.186, 0.119], [-1.473, 4.026, -0.829], [-1.746, 2.654, -0.215], [-0.470, 2.114, 1.185], [1.365, 2.558, 0.593], [1.852, 3.996, 0.844], [2.755, 4.132, 2.070], [2.076, 3.763, 3.383], [-1.624, 7.359, 0.187], [-1.977, 6.705, -1.413], [-0.347, 6.587, -0.754], [-2.807, 5.163, 0.406], [-1.188, 5.050, 1.049], [-0.433, 4.081, -1.172], [-2.088, 4.156, -1.727], [-1.698, 1.878, -0.980], [-2.752, 2.626, 0.218], [-0.753, 2.934, 2.473], [1.364, 2.332, -0.474], [2.061, 1.848, 1.054], [1.007, 4.686, 0.948], [2.412, 4.344, -0.030], [3.126, 5.159, 2.130], [3.638, 3.497, 1.926], [1.200, 4.389, 3.561], [2.757, 3.883, 4.228], [1.736, 2.726, 3.376], [-3.317, 0.731, 3.455], [-3.034, -0.510, 3.902], [-1.960, -1.202, 3.381], [-1.719, -2.445, 3.927], [-0.663, -3.167, 3.501], [-2.505, -3.001, 4.921], [-2.237, -4.209, 5.427], [-3.585, -2.281, 5.401], [-4.358, -2.797, 6.358], [-3.855, -1.022, 4.894], [-4.890, -0.323, 5.371]], "forces_ev_per_angstrom": [[0.0701, 0.0057, 0.0110], [0.0219, -0.0541, 0.0807], [-0.0291, -0.0480, -0.0163], [0.0586, 0.0149, 0.0223], [0.0023, 0.0233, 0.0334], [0.0127, -0.0246, -0.0630], [-0.0650, -0.0462, -0.0344], [-0.0124, 0.0297, 0.0078], [0.0242, 0.0078, 0.0221], [0.0145, 0.0026, 0.0043], [-0.0001, 0.0123, -0.0037], [-0.0082, -0.0047, 0.0145], [-0.0042, -0.0419, -0.0165], [0.0197, 0.0417, -0.0153], [0.0098, 0.0165, 0.0156], [0.0284, -0.0168, -0.0036], [-0.0242, 0.0110, 0.0025], [-0.0339, 0.0215, -0.0085], [0.0059, -0.0132, -0.0340], [-0.0059, 0.0267, -0.0141], [0.0001, 0.0293, -0.0307], [-0.0288, 0.0104, 0.0010], [-0.0018, -0.0022, 0.0010], [-0.0020, -0.0009, -0.0003], [0.0019, 0.0022, -0.0015], [-0.0041, 0.0053, -0.0046], [-0.0010, -0.0045, 0.0080], [0.0008, 0.0066, -0.0051], [-0.0053, -0.0031, -0.0024], [0.0025, -0.0149, -0.0013], [-0.0097, -0.0058, -0.0403], [-0.0103, -0.0447, 0.0144], [0.0224, -0.1990, 0.0793], [0.0242, 0.0204, 0.0002], [-0.0054, -0.0050, 0.0006], [0.0666, 0.0080, 0.1211], [-0.1557, 0.0155, -0.2154], [-0.0791, 0.1110, -0.0939], [0.0869, 0.0641, 0.0873], [-0.0085, 0.0336, 0.0023], [-0.0103, -0.0195, -0.0181], [0.0117, 0.0256, -0.0053], [0.0012, 0.0092, -0.0013], [0.0058, -0.0162, 0.0043], [-0.0040, -0.0058, 0.0049], [-0.0259, -0.0132, 0.0164], [0.0037, -0.0060, 0.0199], [-0.0024, 0.0088, -0.0055], [0.0015, 0.0120, -0.0119], [0.0060, 0.0069, -0.0043], [0.0021, -0.0119, -0.0028], [-0.0165, -0.0136, -0.0097], [-0.0132, -0.0093, 0.0192], [0.0091, 0.0337, 0.0081], [0.0071, -0.0068, 0.0341], [0.0137, -0.0605, 0.0619], [-0.0237, 0.0679, -0.0560], [0.0050, 0.0250, -0.0108], [-0.0108, -0.0134, -0.0093], [-0.0013, -0.0163, -0.0002], [-0.0003, 0.0004, 0.0016], [0.0014, -0.0002, 0.0007], [-0.0028, 0.0005, 0.0023], [0.0008, 0.0026, 0.0029], [0.0020, 0.0039, 0.0019], [-0.0316, -0.0274, -0.0058], [0.0086, -0.0032, -0.0111], [0.0258, 0.0383, -0.0290], [0.0145, -0.0037, 0.0109], [-0.0141, 0.0000, 0.0031], [0.0060, 0.0069, -0.0070], [0.0002, 0.0040, 0.0042], [0.0038, 0.0041, 0.0014], [-0.0035, 0.0103, 0.0163], [-0.0015, 0.0283, -0.0188], [-0.0148, -0.0140, 0.0314], [-0.0419, -0.0339, -0.0328], [0.0256, 0.0061, 0.0003], [0.0084, 0.0302, 0.0197], [-0.0039, 0.0109, -0.0136], [-0.0014, -0.0235, -0.0131], [-0.0022, -0.0045, 0.0013], [0.0010, -0.0033, 0.0033], [-0.0008, -0.0031, 0.0029], [-0.0014, 0.0033, -0.0005], [-0.0165, -0.0003, -0.0259], [0.0008, -0.0116, 0.0085], [-0.0052, -0.0052, 0.0087], [0.0557, -0.0058, 0.0027], [0.0070, 0.0423, -0.0023], [0.0006, -0.0047, -0.0009], [-0.0088, 0.0123, 0.0331], [0.0170, -0.0013, 0.0037], [0.0276, -0.0367, 0.0104], [-0.0004, 0.0030, 0.0062], [-0.0065, 0.0051, -0.0083], [-0.0049, -0.0134, 0.0047], [-0.0016, 0.0067, -0.0047], [0.0027, -0.0010, -0.0011], [0.0025, -0.0022, -0.0001], [0.0153, 0.0088, -0.0047], [0.0075, -0.0399, 0.0038], [-0.0133, 0.0261, 0.0678], [0.0042, 0.0194, -0.0387], [0.0005, 0.0009, -0.0030], [0.0130, -0.0359, 0.0113], [-0.0110, 0.0068, -0.0025], [-0.0256, -0.0006, 0.0224], [0.0177, 0.0206, -0.0196], [-0.0066, -0.0031, 0.0013], [0.0124, -0.0104, -0.0033]], "e_above_lowest_ev": 0.735, "homo_lumo_gap_ev": 6.97, "largest_force_ev_per_a": 0.27, "homo_ha": -0.2758, "e_lumo_ev": -0.535}